Molecular formula: C6H10O
Method: DFT, ωB97M-V with the def2-TZVPD basis set

```
17
Properties=species:S:1:pos:R:3
C -1.1384 1.7017 -0.7358
C -0.3318 0.6493 -0.0330
C 0.9537 0.8419 0.6520
C 1.3826 -0.3123 1.1928
C 0.3402 -1.3745 0.9594
C -0.6523 -0.6545 0.0974
O -1.7149 -1.3316 -0.4049
H -2.2134 1.5574 -0.5635
H -0.9739 1.7150 -1.8205
H -0.8897 2.6969 -0.3555
H 1.4738 1.7962 0.6883
H 2.3028 -0.4729 1.7436
H 1.8521 -0.9878 -1.2232
H 0.7146 -2.3003 0.5077
H -0.1440 -1.6435 1.9090
H 1.2392 -1.1433 -1.6193
H -2.2005 -0.7379 -0.9944
```

Its structure (SMILES) is CC1=C(O)CC=C1.[H][H]. The value obtained for the orbital gap is 8.5620 eV. The calculation puts the relative energy (zero: lowest compared OMol25 entry of this formula, charge and spin) at 133.8 kJ/mol.

Results of the natural (NBO) charge analysis, in e, for atoms 1 through 6:
1. C -0.64
2. C -0.17
3. C -0.20
4. C -0.21
5. C -0.51
6. C 0.35

---

Molecular formula: C6H10O
Method: DFT, ωB97M-V with the def2-TZVPD basis set

```
17
Properties=species:S:1:pos:R:3
O 3.8262 0.0682 -0.4121
C 2.7462 0.0552 0.3248
C 1.5631 -0.7898 -0.0259
C 0.3526 -0.7859 0.8587
C -0.5899 0.2145 0.3493
C -2.5788 0.9613 -0.8773
C -1.9721 0.0956 0.0328
H 2.8568 0.2160 1.4111
H 1.3175 -1.3748 -0.9461
H 1.8405 0.5331 -0.2321
H -0.2151 -1.6271 1.0435
H 0.7539 -0.4029 1.8740
H -1.4318 -0.5159 -1.6739
H -0.2409 1.2132 -0.0786
H -1.9666 1.7700 -1.2283
H -3.6432 1.0134 -0.9268
H -2.6186 -0.6442 0.5070
```

The value obtained for the orbital gap is 5.5244 eV. The calculation puts the relative energy (zero: lowest compared OMol25 entry of this formula, charge and spin) at 939.9 kJ/mol.

Results of the natural (NBO) charge analysis, in e, for atoms 1 through 6:
1. O -0.65
2. C 0.08
3. C -0.14
4. C -0.49
5. C -0.33
6. C -0.30